Entry 1
61
Properties=species:S:1:pos:R:3:mulliken_charge:R:1 method="wB97M-V/def2-TZVPD" smiles="CC[C@@H]1CCCCN1CCCNC(=O)Cn1nc(-c2ccc(C)cc2)ccc1=O" spin_multiplicity=1 e_lumo_ev=-0.1 gap_ev=8.0
C -5.12412 -4.61541 1.41390 -1.42
C -3.69535 -4.35718 0.95196 -0.49
C -3.36632 -2.84879 0.89616 -0.38
C -3.87407 -2.19577 -0.39678 -0.87
C -3.04641 -2.61010 -1.60998 -0.82
C -1.57157 -2.33575 -1.34127 -0.52
C -1.13785 -3.01806 -0.04567 -0.90
N -1.95698 -2.52325 1.04170 0.67
C -1.41615 -2.68636 2.37401 -0.95
C -1.72079 -1.45943 3.25011 -0.86
C -1.37593 -0.15270 2.53686 -0.79
N 0.02958 -0.07974 2.21657 0.20
C 0.82600 0.93185 2.57123 0.82
O 0.48878 1.90779 3.20609 -0.69
C 2.28233 0.74209 2.08226 -1.10
N 2.37605 0.74267 0.63687 0.97
N 2.71442 1.89422 0.10156 -1.02
C 2.82688 2.02243 -1.19300 0.55
C 3.19731 3.34787 -1.69315 0.86
C 2.93787 4.47398 -0.91012 -0.54
C 3.27719 5.73231 -1.35880 -0.72
C 3.88786 5.91079 -2.59715 0.98
C 4.26133 7.28251 -3.06616 -1.39
C 4.15361 4.78802 -3.36978 -0.75
C 3.81454 3.52257 -2.92915 -0.83
C 2.58513 0.90841 -2.04845 -0.48
C 2.24815 -0.28112 -1.49563 -0.86
C 2.11670 -0.42068 -0.06933 0.70
O 1.79453 -1.44882 0.52236 -0.80
H -5.32589 -5.68422 1.44510 0.41
H -5.84064 -4.15478 0.73773 0.28
H -5.28498 -4.20823 2.41032 0.35
H -3.54758 -4.81313 -0.02695 0.30
H -3.00799 -4.84515 1.64715 0.43
H -3.88225 -2.37127 1.73795 0.36
H -4.92325 -2.45197 -0.55062 0.28
H -3.80512 -1.11223 -0.28040 0.39
H -3.18631 -3.67265 -1.81816 0.33
H -3.38098 -2.05654 -2.49027 0.39
H -0.95808 -2.69406 -2.16998 0.36
H -1.41528 -1.25996 -1.23793 0.24
H -1.20353 -4.11294 -0.16387 0.23
H -0.09512 -2.76680 0.15890 0.53
H -1.79806 -3.58325 2.88724 0.27
H -0.33388 -2.80434 2.29092 0.57
H -2.78116 -1.43635 3.50402 0.40
H -1.15313 -1.53893 4.17841 0.45
H -1.95657 -0.09887 1.61047 0.21
H -1.61203 0.70745 3.16683 0.46
H 0.42014 -0.85240 1.68736 0.14
H 2.87980 1.57427 2.45460 0.35
H 2.66165 -0.21350 2.45343 0.40
H 2.46163 4.33995 0.04822 0.48
H 3.06567 6.59507 -0.74371 0.38
H 3.43235 7.97385 -2.92636 0.34
H 5.10642 7.65711 -2.48835 0.29
H 4.54071 7.27495 -4.11666 0.35
H 4.63559 4.90385 -4.33021 0.32
H 4.05611 2.66944 -3.54563 0.31
H 2.65220 1.02196 -3.11914 0.33
H 2.04682 -1.16064 -2.08761 0.51

---

Entry 2
61
Properties=species:S:1:pos:R:3:mulliken_charge:R:1 method="wB97M-V/def2-TZVPD" smiles="CCOc1cccc(CN2CCC(n3nccc3NC(=O)C3CCCC3)CC2)c1" spin_multiplicity=1 e_lumo_ev=0.7 gap_ev=9.1
C 3.99299 1.61436 1.59942 -0.82
C 3.28099 1.01921 2.81095 -0.64
O 2.19251 0.19310 2.45175 -0.44
C 2.41683 -1.07430 1.99271 0.91
C 3.65455 -1.70483 1.92904 -0.51
C 3.73337 -3.00633 1.46299 -0.97
C 2.60291 -3.68687 1.05319 -0.85
C 1.36209 -3.06583 1.11433 0.55
C 0.10397 -3.77497 0.68472 -1.30
N -0.71725 -2.90198 -0.12637 0.51
C -2.08892 -3.33461 -0.29867 -0.80
C -2.93895 -2.12487 -0.71990 -1.03
C -2.04323 -1.08846 -1.40616 0.25
N -2.83945 -0.14643 -2.15134 1.27
N -3.79115 -0.55725 -2.98295 -1.37
C -4.33804 0.52842 -3.49334 -0.44
C -3.72833 1.68242 -2.99207 -0.91
C -2.75700 1.20452 -2.13362 0.51
N -1.85329 1.89868 -1.32529 0.15
C -0.49419 1.78666 -1.41084 -0.22
O 0.06076 1.06533 -2.20801 -0.64
C 0.25127 2.63273 -0.39586 0.72
C -0.05941 4.14368 -0.51778 -1.10
C -0.70461 4.54913 0.81119 -0.62
C -0.09912 3.57196 1.81407 -0.73
C -0.10516 2.24736 1.05420 0.10
C -1.04695 -1.81862 -2.30507 -0.91
C -0.09833 -2.62275 -1.41196 -0.98
C 1.27901 -1.76743 1.58602 0.07
H 3.29280 2.20038 1.00962 0.03
H 4.39920 0.82971 0.96596 0.35
H 4.80326 2.25903 1.92926 0.41
H 2.82910 1.81859 3.40628 0.41
H 3.98670 0.47493 3.44991 0.47
H 4.55940 -1.20462 2.23643 0.34
H 4.69852 -3.48944 1.41574 0.38
H 2.68383 -4.69888 0.68490 0.37
H -0.46834 -4.04226 1.57988 0.36
H 0.36620 -4.71266 0.15960 0.31
H -2.45709 -3.73338 0.64902 0.43
H -2.16822 -4.13856 -1.05065 0.38
H -3.41797 -1.67401 0.15052 0.33
H -3.71654 -2.42834 -1.42078 0.39
H -1.48181 -0.52631 -0.65521 -0.08
H -5.14180 0.45020 -4.19788 0.48
H -3.95257 2.70400 -3.22063 0.43
H -2.23245 2.64990 -0.76772 0.23
H 1.31282 2.45379 -0.58110 0.33
H -0.69850 4.36464 -1.37335 0.40
H 0.87066 4.69458 -0.65871 0.35
H -0.50393 5.58963 1.06213 0.45
H -1.78857 4.41708 0.77446 0.22
H -0.66072 3.51915 2.74549 0.41
H 0.92546 3.86714 2.04472 0.31
H 0.59576 1.52480 1.46625 -0.51
H -1.10371 1.80711 1.09743 0.32
H -1.60302 -2.46386 -2.98612 0.37
H -0.48272 -1.09536 -2.89167 0.42
H 0.80966 -2.04661 -1.21764 0.46
H 0.19540 -3.55761 -1.92390 0.34
H 0.32130 -1.27478 1.63242 0.36

---

Entry 3
61
Properties=species:S:1:pos:R:3:mulliken_charge:R:1 method="wB97M-V/def2-TZVPD" smiles="COc1ccc(N2CCN([C@@H](CNC(=O)C(C)(C)C)c3cccnc3)CC2)cc1" spin_multiplicity=1 e_lumo_ev=0.6 gap_ev=8.1
C -8.95157 -0.61432 0.03566 -0.83
O -7.88921 -1.00387 -0.79618 -0.46
C -6.63755 -0.52657 -0.51435 0.82
C -6.31927 0.31447 0.54474 -0.30
C -5.01653 0.73796 0.72928 -0.66
C -3.98617 0.33264 -0.11886 -0.30
N -2.69678 0.83233 0.07870 0.19
C -1.70851 0.67614 -0.96593 -0.75
C -0.61527 1.74180 -0.77617 -1.07
N -0.00739 1.74921 0.53452 0.21
C 1.20830 0.99765 0.76205 -0.11
C 1.14466 -0.53521 0.54223 -1.28
N 2.43939 -1.13146 0.76394 0.12
C 3.14926 -1.72491 -0.22361 0.24
O 2.67748 -1.92069 -1.32487 -0.72
C 4.58041 -2.11883 0.16146 1.78
C 4.57395 -3.03438 1.38995 -1.67
C 5.20914 -2.85856 -1.02005 -1.75
C 5.37903 -0.84035 0.44519 -1.57
C 2.32551 1.62706 -0.04539 0.09
C 2.66888 1.23450 -1.33454 0.29
C 3.70156 1.89052 -1.98680 -0.82
C 4.35631 2.91817 -1.32837 -0.40
N 4.03896 3.30406 -0.10387 -0.66
C 3.05334 2.67719 0.50888 -0.38
C -1.01611 1.76436 1.56834 -1.09
C -2.09631 0.68989 1.38907 -0.28
C -4.31892 -0.51509 -1.17840 0.00
C -5.61890 -0.93059 -1.37347 -0.92
H -9.09911 0.47104 0.02122 0.33
H -8.79824 -0.94494 1.06881 0.33
H -9.83775 -1.10171 -0.36843 0.24
H -7.07743 0.65910 1.23069 0.37
H -4.80422 1.41350 1.54435 0.44
H -2.18421 0.84764 -1.93274 0.66
H -1.26757 -0.33400 -0.96187 0.38
H 0.15679 1.62221 -1.53532 0.31
H -1.08246 2.72441 -0.91494 0.39
H 1.45528 1.15638 1.82201 0.75
H 0.41647 -0.97382 1.23303 0.19
H 0.85903 -0.78394 -0.48032 0.37
H 2.88259 -0.93904 1.64698 0.28
H 4.21818 -2.52136 2.28100 0.33
H 3.93811 -3.89924 1.21382 0.39
H 5.58409 -3.38685 1.58829 0.45
H 4.64621 -3.76169 -1.24077 0.39
H 5.19365 -2.22988 -1.90621 0.34
H 6.23805 -3.12847 -0.79499 0.43
H 4.98755 -0.29702 1.30325 0.34
H 6.41753 -1.09223 0.64956 0.50
H 5.34989 -0.17562 -0.41592 0.28
H 2.16989 0.41415 -1.82744 0.35
H 3.99129 1.60088 -2.98513 0.41
H 5.17267 3.45623 -1.79213 0.39
H 2.82972 3.03051 1.50819 0.42
H -0.54192 1.65869 2.54581 0.43
H -1.50629 2.74444 1.52430 0.43
H -2.85591 0.80695 2.16095 0.56
H -1.65196 -0.31487 1.50068 -0.02
H -3.55882 -0.86851 -1.85699 0.42
H -5.86879 -1.58609 -2.19292 0.40

---

Energetically preferred structure: entry 1 | next structure: +0.496 eV

---

Entry 1
16
Properties=species:S:1:pos:R:3:mulliken_charge:R:1 method="wB97M-V/def2-TZVPD" spin_multiplicity=1 charge=-1 e_lumo_ev=4.1 gap_ev=7.0
C 0.40552 0.96542 -1.28004 -0.92
N -0.10760 0.39446 -0.06717 -0.36
C 0.77416 -0.62898 0.52868 -0.86
C 0.46992 -2.02564 -0.19654 -0.24
O -0.79100 -2.10086 -0.61750 -0.91
H 1.04824 0.26138 -1.83275 0.31
H 1.04811 1.83789 -1.12766 0.26
H -0.35952 1.28838 -1.99841 0.31
H -0.86721 -0.26462 -0.37206 0.24
H 0.48445 -0.63791 1.58286 0.27
H 1.81836 -0.39105 0.43073 0.40
H 0.68244 -2.79722 0.56761 0.26
H 1.28744 -2.10496 -0.94731 0.16
H -0.47736 1.94944 1.02384 0.49
H -0.93310 2.44339 2.36319 0.31
O -0.71731 2.78545 1.48805 -0.72

---

Entry 2
16
Properties=species:S:1:pos:R:3:mulliken_charge:R:1 method="wB97M-V/def2-TZVPD" spin_multiplicity=1 charge=-1 e_lumo_ev=4.4 gap_ev=7.9
C -0.39108 -0.30702 1.05003 -0.25
N 0.49856 -1.13771 0.31806 -0.57
C -0.01326 -1.45472 -1.18618 -0.50
O -0.69202 -0.46123 -1.88605 -0.83
C 0.25982 0.93844 1.63438 -0.97
H -0.87323 -1.01236 1.90162 0.28
H -1.31102 -0.03640 0.46486 0.26
H 1.37957 -0.88573 0.08827 0.29
H 0.90129 -1.74888 -1.80015 0.25
H -0.61346 -2.32810 -1.03071 0.30
H -0.03649 0.93178 2.67328 0.30
H 1.32237 0.77756 1.47600 0.22
H 0.04758 1.77782 0.99245 0.30
H -0.36213 2.21993 -2.04338 0.24
H -0.25863 0.84401 -1.36284 0.42
O 0.14213 1.88260 -1.28963 -0.76

---

Entry 3
16
Properties=species:S:1:pos:R:3:mulliken_charge:R:1 method="wB97M-V/def2-TZVPD" spin_multiplicity=1 charge=-1 e_lumo_ev=4.2 gap_ev=7.5
C -0.11734 -0.21823 1.34187 -0.17
N 0.78444 -1.10645 0.63418 -0.60
C 0.15451 -1.59502 -0.68645 -0.58
O -0.50362 -0.66199 -1.38620 -0.84
C 0.50126 1.14655 1.66884 -1.17
H -0.45244 -0.70849 2.27030 0.29
H -0.99840 -0.05523 0.71212 0.26
H 1.57964 -0.57875 0.26826 0.27
H 1.09162 -1.90983 -1.19516 0.34
H -0.52948 -2.39940 -0.38049 0.33
H 1.52745 1.02515 2.01236 0.33
H 0.47733 1.77227 0.78384 0.28
H -0.06568 1.60139 2.48327 0.34
H -1.38433 2.11223 -0.91403 0.27
H -0.50618 0.96246 -1.41926 0.39
O -0.78901 1.90472 -1.65536 -0.74

---

Entry 4
16
Properties=species:S:1:pos:R:3:mulliken_charge:R:1 method="wB97M-V/def2-TZVPD" spin_multiplicity=1 charge=-1 e_lumo_ev=4.3 gap_ev=7.8
C 0.76627 -0.12790 0.85726 -0.58
O 1.16288 -0.02916 -0.43659 -0.96
C -0.69042 0.44996 1.02687 0.54
C -0.57564 1.95881 1.14500 -1.63
N -1.53752 0.12211 -0.16212 -0.89
H 1.36094 0.53966 1.53026 0.23
H 0.90734 -1.17040 1.21615 0.28
H -1.20423 0.06772 1.90679 0.36
H -0.02043 2.32347 0.27017 0.28
H -1.50043 2.48204 0.86546 0.45
H -0.17221 2.38799 2.06009 0.34
H -0.75021 -0.13390 -0.79932 0.36
H -1.91290 -0.80889 0.01081 0.26
H 0.97917 -1.17508 -1.61243 0.45
H 0.43996 -2.54107 -1.42960 0.26
O 0.77974 -2.02252 -2.14128 -0.73

---

Energetically preferred structure: entry 4 | next structure: +0.072 eV

---

Entry 1
16
Properties=species:S:1:pos:R:3:mulliken_charge:R:1 method="wB97M-V/def2-TZVPD" spin_multiplicity=1 charge=-1 e_lumo_ev=4.4 gap_ev=7.8
C 0.49356 1.47528 0.86793 -0.21
N 1.37452 0.44211 0.24110 -0.55
C 0.88702 -0.95491 0.57550 -0.54
O -0.42834 -1.18100 0.44428 -0.82
C -0.62994 1.94512 -0.01455 -1.05
H 1.17449 2.28428 1.17882 0.26
H 0.10697 1.02703 1.78094 0.24
H 1.26045 0.52892 -0.76031 0.25
H 1.49885 -1.54909 -0.15277 0.30
H 1.20930 -1.13946 1.61960 0.33
H -0.43620 2.47668 -0.95169 0.33
H -1.15499 1.07351 -0.42383 0.24
H -1.41337 2.43218 0.57154 0.34
H -1.10409 -2.59524 -1.86153 0.25
H -1.07942 -1.35100 -0.84741 0.43
O -1.39773 -1.67505 -1.80326 -0.79

---

Entry 2
16
Properties=species:S:1:pos:R:3:mulliken_charge:R:1 method="wB97M-V/def2-TZVPD" spin_multiplicity=1 charge=-1 e_lumo_ev=4.2 gap_ev=7.4
C 0.00811 -0.29914 -1.53948 -0.91
C 1.06466 -0.45563 -0.44518 -0.50
C 0.35252 -0.09188 0.94864 -0.29
O 0.55929 1.20248 1.21347 -0.93
N -0.77271 -1.50675 -1.95686 -0.70
H 0.41386 0.21670 -2.42899 0.40
H -0.74303 0.46772 -1.42051 0.38
H 1.67830 -1.34252 -0.58370 0.45
H 1.63158 0.43801 -0.71352 0.16
H 0.76522 -0.73880 1.76036 0.18
H -0.71569 -0.38977 0.75876 0.17
H -1.04016 -1.83009 -1.02611 0.32
H -0.10455 -2.23416 -2.20504 0.24
H -0.33094 2.20913 2.18967 0.49
H -1.61891 1.76791 2.80727 0.25
O -1.14757 2.58678 2.64118 -0.71

---

Energetically preferred structure: entry 1 | next structure: +0.671 eV